DFT (the ωB97M-V functional and the def2-TZVPD basis) results for a cluster of 8 separate species, C26H56ClN17O7 in total at a distorted geometry.

Geometry as XYZ:
```
107
Properties=species:S:1:pos:R:3
C -3.447 2.773 0.298
C -1.941 2.178 0.037
C -1.052 2.167 1.414
C -0.638 3.733 1.647
C 0.240 1.198 1.261
C 0.784 1.447 -0.252
N 1.090 1.623 -1.407
C 1.376 1.423 2.381
C 2.850 1.766 1.758
C 3.885 1.575 3.016
Cl 3.018 3.527 1.239
C -0.208 -0.378 1.320
C -0.903 -0.740 2.745
N -1.336 -1.090 3.827
C 1.023 -1.406 1.142
C 0.859 -2.439 -0.086
C 1.694 -1.938 -1.375
C 1.039 -2.305 -2.794
N -0.273 -1.654 -3.061
C -1.586 -1.818 -2.466
C -2.633 -0.886 -3.184
C -1.803 -0.151 -4.300
C -0.326 -0.679 -4.154
H -4.027 2.600 -0.685
H -3.306 3.921 0.371
H -3.948 2.314 1.218
H -2.030 1.121 -0.410
H -1.476 2.908 -0.739
H -1.734 1.811 2.282
H -1.603 4.358 1.613
H 0.121 4.102 0.874
H -0.199 3.899 2.709
H 1.159 2.286 3.113
H 1.560 0.492 3.052
H 3.188 1.003 0.972
H 4.077 0.456 3.187
H 3.350 2.086 3.912
H 4.850 2.155 2.761
H -1.017 -0.559 0.517
H 2.057 -0.891 1.049
H 1.099 -2.040 2.114
H -0.239 -2.694 -0.286
H 1.356 -3.431 0.264
H 1.948 -0.823 -1.284
H 2.715 -2.495 -1.337
H 1.769 -1.902 -3.604
H 1.033 -3.456 -2.960
H -1.850 -2.528 -1.613
H -3.761 -0.796 -2.961
H -2.245 0.593 -5.048
H 0.556 -0.359 -4.829
N -4.714 -4.092 1.249
C -3.414 -3.726 1.143
N -2.683 -3.898 2.269
O -2.939 -3.275 0.110
H -5.123 -4.464 2.087
H -5.291 -3.979 0.431
H -1.711 -3.637 2.230
H -3.055 -4.266 3.126
N 7.135 -0.029 5.390
C 6.695 -1.021 4.578
N 7.025 -2.270 4.984
O 6.053 -0.806 3.563
H 7.664 -0.186 6.229
H 6.909 0.916 5.124
H 6.715 -3.037 4.406
H 7.552 -2.468 5.816
N -6.383 1.058 -4.978
C -5.394 1.432 -5.827
N -5.507 2.692 -6.305
O -4.474 0.689 -6.136
H -7.146 1.654 -4.712
H -6.335 0.126 -4.600
H -4.791 3.008 -6.939
H -6.255 3.317 -6.061
N 4.583 -5.326 -2.167
C 4.209 -5.575 -0.888
N 4.916 -6.552 -0.271
O 3.306 -4.966 -0.336
H 5.322 -5.815 -2.639
H 4.081 -4.606 -2.661
H 4.667 -6.766 0.682
H 5.661 -7.064 -0.707
N -0.582 2.825 -3.792
C -0.600 3.854 -4.670
N 0.226 4.883 -4.354
O -1.305 3.858 -5.670
H -0.011 2.804 -2.965
H -1.184 2.038 -3.992
H 0.242 5.669 -4.983
H 0.812 4.899 -3.538
N 2.088 -2.884 6.894
C 3.299 -3.025 6.301
N 4.103 -1.938 6.388
O 3.639 -4.052 5.733
H 1.790 -2.049 7.365
H 1.461 -3.671 6.850
H 5.013 -2.005 5.958
H 3.843 -1.085 6.850
N -6.588 5.648 -2.067
C -5.849 4.887 -2.911
N -4.561 4.711 -2.535
O -6.309 4.397 -3.931
H -6.228 6.058 -1.225
H -7.553 5.801 -2.313
H -3.978 4.150 -3.139
H -4.163 5.104 -1.702
```

Results
orbital gap	7.2	eV
energy	-80057.4271	eV
SMILES	CC[C@H](C)[C@@](C#N)(C[C@H](C)Cl)[C@H](C#N)CCCCn1cccc1.NC(N)=O.NC(N)=O.NC(N)=O.NC(N)=O.NC(N)=O.NC(N)=O.NC(N)=O
ΔE to the lowest compared entry with this formula, charge and spin	102.40	kcal/mol
total charge	0
F_max	0.133	hartree/bohr